Formula: C5H8O
Source: OMol25
Level of theory: ωB97M-V/def2-TZVPD

Summary:
ΔE to the lowest compared entry with this formula, charge and spin (kcal per mole): 51.1
Structure (SMILES): O[C@@]12CC[C@@H]1C2
E_tot (Ha): -270.4765
Frontier orbital gap (hartree): 0.385

Last column: natural (NBO) charge in e.
CARTESIAN COORDINATES (ANGSTROEM)
1 O 1.32413 0.74239 1.51335  -0.677
2 C 0.48200 0.21582 0.55568  0.244
3 C 0.68956 0.75879 -0.82844  -0.472
4 C -0.68077 0.78110 -0.21046  -0.244
5 C -1.24869 -0.63102 -0.33355  -0.388
6 C -0.09600 -1.18143 0.56356  -0.415
7 H 2.02593 0.93844 0.88949  0.478
8 H 1.15718 1.74694 -0.86692  0.217
9 H 0.94196 0.12145 -1.66943  0.205
10 H -1.20872 1.71573 -0.08191  0.224
11 H -2.23509 -0.74609 0.11051  0.213
12 H -1.25204 -1.00808 -1.35998  0.199
13 H -0.45753 -1.48891 1.55225  0.217
14 H 0.55809 -1.96513 0.16586  0.199

Cartesian forces, eV/Å:
O 0.116 0.059 0.022
C 0.092 -0.116 -0.465
C -0.042 -0.038 -0.317
C -0.291 0.131 -0.069
C -0.301 -0.059 -0.084
C 0.091 -0.045 -0.039
H 0.895 0.464 1.017
H -0.025 -0.327 0.148
H -0.211 -0.070 -0.069
H -0.138 -0.113 -0.010
H 0.007 -0.085 -0.024
H -0.107 -0.022 0.121
H 0.085 0.183 -0.208
H -0.170 0.038 -0.022

Formula: C31H36N2O6
Source: OMol25
Level of theory: ωB97M-V/def2-TZVPD

Summary:
ΔE to the lowest compared entry with this formula, charge and spin (kcal per mole): 633.3
E_tot (Ha): -1762.8271
Frontier orbital gap (hartree): 0.284

Last column: natural (NBO) charge in e.
CARTESIAN COORDINATES (ANGSTROEM)
1 C -3.60872 -2.80455 2.97507  -0.615
2 C -2.83738 -1.38107 2.69682  -0.072
3 H -2.75957 -0.83219 3.57258  0.192
4 H -3.27961 -0.79704 2.00194  0.170
5 O -1.44338 -1.41545 2.61556  -0.513
6 C -1.18846 -1.98925 1.29961  0.359
7 C 0.22683 -2.32929 1.24504  -0.273
8 C 0.88183 -2.68749 -0.23712  -0.368
9 C 2.17396 -3.53276 -0.17696  -0.427
10 H 2.73924 -3.07423 0.47604  0.204
11 H 2.02376 -4.72882 0.07442  0.205
12 C 2.89834 -3.64228 -1.54533  -0.034
13 O 3.04973 -2.16415 -1.99357  -0.711
14 H 3.74291 -2.02984 -1.48995  0.441
15 H 3.67966 -4.19649 -1.54170  0.162
16 H 1.94556 -4.11734 -2.28303  0.166
17 H 0.75079 -1.85696 -0.90481  0.240
18 H -0.10176 -3.43234 -0.60941  0.165
19 H 0.72332 -2.95994 1.74535  0.227
20 C 1.12459 -1.05708 1.43465  -0.247
21 C 0.52130 0.29151 0.89495  -0.159
22 C -0.76227 -0.05414 0.35002  0.224
23 O -1.48492 -1.08600 0.25307  -0.514
24 C -1.46599 1.18895 -0.29169  0.617
25 O -1.15234 2.51635 0.26311  -0.708
26 N -1.95111 1.25412 -1.61156  -0.457
27 C -1.85216 0.22360 -2.34887  -0.206
28 H -2.55025 -0.18892 -2.99899  0.206
29 H -1.41652 -0.83949 -1.81226  0.238
30 C -0.81470 0.52348 -3.53620  -0.218
31 N -1.16240 1.66621 -4.28921  -0.452
32 C -1.39850 2.89334 -3.26853  -0.189
33 H -0.51424 3.08819 -2.90458  0.187
34 H -1.94656 3.71405 -3.80568  0.216
35 C -2.49227 2.41189 -2.16488  -0.241
36 H -3.31421 2.02612 -2.80409  0.213
37 H -2.46131 3.33504 -1.50493  0.290
38 C -0.60791 1.84756 -5.41332  -0.130
39 C -1.13818 3.01475 -6.25189  -0.089
40 C -0.45922 4.01164 -6.68055  -0.190
41 C -1.37142 5.04784 -7.57540  -0.162
42 C -2.57237 4.59829 -7.81179  -0.237
43 C -3.18014 3.70069 -7.30398  -0.184
44 C -2.59193 2.87179 -6.49508  -0.213
45 H -2.86647 1.93454 -6.15866  0.215
46 H -4.27296 3.66263 -7.78031  0.215
47 H -3.16086 5.63276 -8.52766  0.159
48 H -0.84623 6.07881 -7.93067  0.229
49 H 0.63167 4.41976 -6.49174  0.239
50 H -0.20923 1.02895 -5.87978  0.220
51 H 0.58495 2.48641 -5.09834  -0.005
52 H 0.30149 0.79879 -3.08500  0.138
53 H -0.53770 -0.16633 -4.39948  0.213
54 H 0.82516 1.18106 0.79371  0.223
55 C 1.23312 -0.78228 2.84077  -0.208
56 C 0.58503 -0.14066 3.59099  0.172
57 O 0.82872 0.28841 5.07391  -0.481
58 C 1.76691 -0.59107 5.70658  0.364
59 C 1.95891 -0.40321 6.95195  -0.247
60 C 2.63355 -1.21710 7.54929  -0.175
61 C 3.69554 -1.81944 7.01980  -0.218
62 C 3.49625 -2.16207 5.62320  -0.083
63 C 2.63974 -1.34109 4.92002  -0.289
64 C 2.41945 -1.70002 3.63904  0.600
65 O 3.07882 -2.27386 2.87232  -0.557
66 H 4.12042 -2.76718 5.11658  0.214
67 H 4.34963 -2.48591 7.61161  0.214
68 H 2.96843 -1.06520 8.65022  0.209
69 H 1.19522 0.28085 7.67849  0.230
70 H -0.35715 0.35423 3.17990  0.218
71 H 2.15467 -1.14732 0.87064  0.257
72 H -1.76650 -2.90748 0.84057  0.201
73 H -3.55925 -3.33166 2.17916  0.177
74 H -2.75743 -3.36299 3.67811  0.212
75 H -4.65820 -2.42296 3.37489  0.235

Cartesian forces, eV/Å:
C 2.584 5.634 6.720
C -0.278 -2.928 3.692
H -1.901 1.159 2.247
H -1.360 1.662 -2.724
O -0.067 -3.152 -4.878
C -0.117 -2.711 -0.213
C 2.735 6.102 -7.363
C -6.071 -4.361 0.341
C -3.000 -4.377 -3.851
H 3.440 1.784 3.730
H -0.050 3.170 0.078
C -10.810 5.203 -1.739
O -4.552 -4.587 -3.190
H 5.754 2.262 3.687
H 5.508 -3.263 -0.308
H 3.307 1.289 1.735
H 0.854 0.408 -0.226
H 2.800 1.502 0.242
H 2.230 -5.310 4.879
C 0.643 2.856 -1.080
C -7.549 -11.719 -1.779
C 3.952 9.521 -0.542
O -1.648 -3.397 1.189
C 3.141 8.035 0.706
O -2.171 -7.484 -2.536
N -0.329 2.918 9.561
C 5.659 -9.907 -5.452
H -3.064 -0.078 -0.316
H -1.184 3.403 -1.361
C 4.185 0.380 0.112
N -6.425 0.822 8.043
C -6.694 -3.051 -4.024
H 4.750 1.445 2.145
H 1.165 -0.619 0.267
C 2.418 2.449 -2.777
H -0.355 1.226 0.751
H -1.065 -1.744 -0.258
C 6.700 7.363 -2.991
C -4.009 -4.852 1.697
C 1.483 8.396 -3.910
C 7.717 -0.259 2.484
C 3.658 16.740 -9.103
C -12.066 -9.069 1.886
C 4.573 -1.545 1.347
H -1.643 -1.442 0.755
H 1.966 -0.848 1.849
H 1.144 -3.571 1.898
H -1.612 -2.874 0.762
H -2.334 -1.612 -0.197
H 0.328 -2.239 -1.563
H -1.491 -1.621 -0.871
H -2.128 -0.864 -0.410
H -0.858 -0.533 1.855
H 2.658 6.551 -0.363
C 10.051 -8.593 -1.833
C -8.424 9.614 8.390
O 0.688 -3.478 -2.713
C -2.524 3.640 -8.487
C -10.272 8.901 3.213
C 9.473 -3.873 11.052
C 0.986 -5.947 -4.119
C 0.805 3.673 3.997
C -0.451 -1.831 4.620
C -4.518 5.145 -5.129
O 3.163 -3.715 -2.023
H 1.978 -2.197 -1.616
H -0.212 0.784 -0.298
H -1.893 -0.188 -1.139
H 1.996 -1.562 -2.698
H 1.473 0.092 1.499
H -1.789 -0.183 1.663
H 0.329 1.338 2.113
H -0.718 -3.557 -5.591
H -2.940 1.368 -0.950
H 2.283 -1.692 -0.588

Formula: C10H10ClN3S
Source: OMol25
Level of theory: ωB97M-V/def2-TZVPD

Summary:
ΔE to the lowest compared entry with this formula, charge and spin (kcal per mole): 61.7
Structure (SMILES): CSN1C(Cl)=NC=C[C@@H]1c1ccccn1
E_tot (Ha): -1409.6158
Frontier orbital gap (hartree): 0.323

Last column: natural (NBO) charge in e.
CARTESIAN COORDINATES (ANGSTROEM)
1 C -1.30345 2.03975 1.27953  -0.185
2 C -2.13828 0.94457 1.35392  -0.255
3 C -0.01935 1.80982 0.80552  -0.240
4 C -1.80933 -0.33291 0.88483  0.047
5 C 0.26265 0.46831 0.28039  0.224
6 C 2.50088 -0.23804 1.00601  -0.272
7 C 1.66484 0.19294 -0.14847  -0.104
8 C 3.39153 -1.18256 0.83856  0.015
9 C 2.64504 -1.75977 -1.29111  0.445
10 C -0.56312 -2.15185 -2.02630  -0.768
11 N -0.60357 -0.53662 0.42037  -0.445
12 N 3.51448 -1.90213 -0.35220  -0.546
13 N 1.60074 -0.87977 -1.21689  -0.597
14 S 0.39891 -0.64934 -2.35611  0.448
15 Cl 2.70432 -2.87338 -2.61982  0.027
16 H -1.58497 3.17618 1.47892  0.234
17 H -3.18915 1.06909 1.73429  0.216
18 H 0.70271 2.63499 0.62297  0.222
19 H -2.45071 -1.09921 0.84628  0.189
20 H 2.58029 0.22483 1.94491  0.225
21 H 2.19666 1.02729 -0.71459  0.205
22 H 4.14660 -1.33340 1.65784  0.205
23 H -1.63016 -1.93837 -2.46733  0.226
24 H -0.90890 -2.27320 -0.98474  0.258
25 H -0.05696 -2.94585 -2.48863  0.224

Cartesian forces, eV/Å:
C 0.735 2.208 -0.048
C -3.148 -0.270 0.571
C 0.385 -1.597 -1.891
C 2.564 4.688 0.757
C -0.990 2.790 2.559
C 0.188 -0.182 -0.543
C 0.542 -0.327 -1.772
C 1.304 -0.613 -0.144
C 0.489 0.125 1.911
C -3.554 2.014 -0.152
N 1.818 -0.159 -0.938
N 0.229 -0.643 -0.835
N 0.726 0.103 0.769
S -0.503 -0.826 -0.401
Cl -0.028 0.371 -0.005
H 0.232 -2.863 -0.022
H 1.138 0.027 -0.402
H -0.550 -0.765 0.289
H -2.473 -2.766 0.190
H -0.752 1.149 0.898
H -1.047 -0.167 1.094
H -0.832 -0.441 -1.120
H 2.054 -0.529 -0.072
H 1.264 -0.015 -0.306
H 0.210 -1.312 -0.388

Formula: C21H29Cl2NiO4
Source: OMol25
Level of theory: ωB97M-V/def2-TZVPD

Summary:
ΔE to the lowest compared entry with this formula, charge and spin (kcal per mole): 79.0
2S+1: 3
E_tot (Ha): -3547.0354
Frontier orbital gap (spin up / spin down) (hartree): 0.161 / 0.161
Charge: -1

Last column: natural (NBO) charge in e.
CARTESIAN COORDINATES (ANGSTROEM)
1 O 2.43970 0.57355 1.76707  -0.537
2 C 0.97852 0.51642 1.98890  -0.075
3 C 1.10799 0.22442 3.49066  -0.471
4 H 0.47758 -0.27218 1.38529  0.231
5 H 0.51818 1.49292 1.79568  0.172
6 C 2.57983 0.63247 3.23437  0.257
7 H 0.93903 -0.84270 3.66207  0.208
8 H 0.60190 0.91671 4.19758  0.199
9 C 3.71450 -0.30701 3.59494  -0.626
10 H 4.64660 0.23242 3.39422  0.207
11 H 3.72366 -1.21661 2.94534  0.232
12 H 3.69594 -0.58660 4.65266  0.200
13 C 2.71181 2.04882 3.79632  -0.630
14 H 1.80512 2.61525 3.53372  0.212
15 H 3.60943 2.59358 3.51127  0.211
16 H 2.73140 2.04845 4.90034  0.202
17 Ni -2.61351 0.71290 -0.34659  0.941
18 C -4.30260 -0.06109 0.42939  -0.344
19 C -4.28436 -0.20313 -0.98444  -0.336
20 C -3.09360 -0.91435 -1.33064  -0.334
21 H -5.05433 0.08961 -1.69817  0.224
22 C -2.38506 -1.22174 -0.13134  -0.281
23 C -3.12096 -0.67582 0.96057  -0.360
24 H -2.83196 -0.74169 2.00100  0.221
25 H -5.10661 0.38192 1.00964  0.218
26 H -2.83231 -1.24607 -2.32055  0.272
27 H -1.46003 -1.78284 -0.07610  0.248
28 C -3.00511 2.54471 -1.04163  -0.327
29 C -2.90667 2.53779 0.37516  -0.343
30 C -1.61877 2.03994 0.71696  -0.353
31 H -3.65588 2.86796 1.08374  0.222
32 C -0.91594 1.75457 -0.49421  -0.315
33 C -1.79418 2.02626 -1.57141  -0.332
34 H -1.54309 1.94600 -2.61125  0.244
35 H -3.81793 2.93666 -1.63979  0.222
36 H -1.23503 1.95039 1.72412  0.218
37 H 0.11382 1.45334 -0.60711  0.263
38 O 0.75477 -1.14996 -0.73600  -0.558
39 C 1.20839 -2.40173 -0.03084  -0.083
40 C 2.62541 -2.66136 -0.55359  -0.448
41 H 0.48106 -3.18557 -0.29884  0.162
42 H 1.13652 -2.29756 1.07667  0.155
43 C 2.80730 -1.80909 -1.81980  -0.421
44 H 2.82211 -3.72888 -0.72669  0.192
45 H 3.34508 -2.21060 0.15239  0.201
46 C 1.72024 -0.78921 -1.64744  -0.333
47 H 2.60689 -2.37801 -2.74794  0.149
48 H 3.77614 -1.31042 -1.99470  0.198
49 H 1.29820 -0.95690 -3.01902  0.403
50 H 1.92100 0.29019 -1.70926  0.141
51 Cl -2.73016 -0.67335 -4.94453  -0.005
52 C -1.05503 -0.17593 -4.99594  -0.315
53 Cl -0.67600 1.55939 -4.97117  -0.021
54 C -0.35775 -0.73431 -3.78819  0.730
55 O 0.91892 -0.97126 -4.01191  -0.718
56 O -0.89791 -0.86849 -2.69819  -0.628
57 H -0.52222 -0.61222 -5.83278  0.238

Cartesian forces, eV/Å:
O -1.479 0.430 1.473
C -0.389 -0.110 -0.697
C 0.510 0.012 -0.591
H 0.494 0.747 0.153
H 0.401 -0.334 -0.143
C 0.271 -0.482 0.025
H 0.060 0.256 0.439
H 0.048 -0.821 -0.441
C 0.270 -0.121 -0.180
H 0.073 -0.175 0.080
H -0.280 0.713 0.599
H 0.008 -0.015 -0.077
C -0.016 0.242 0.336
H 0.459 0.039 -0.162
H 0.032 -0.059 -0.443
H -0.065 -0.378 -0.269
Ni -0.028 0.091 -0.170
C -1.027 -1.152 0.630
C -0.669 -1.535 -0.134
C -1.353 -1.773 -0.172
H 0.330 0.170 0.342
C -0.289 -1.488 0.004
C -0.859 -1.371 0.351
H -0.075 0.138 -0.086
H 0.341 0.168 -0.106
H -0.003 0.279 0.307
H -0.104 0.355 -0.100
C 0.136 1.561 -0.373
C 0.310 1.704 0.252
C 0.839 1.505 0.361
H 0.013 -0.178 -0.157
C 0.819 0.968 0.065
C 0.788 1.672 -0.441
H -0.073 -0.174 -0.026
H -0.088 -0.329 0.167
H -0.257 -0.074 -0.190
H -0.126 -0.389 0.118
O -0.301 -2.570 3.025
C -0.661 1.368 -0.991
C 0.993 0.233 0.443
H 0.287 0.086 -0.121
H 0.263 0.213 -0.548
C -0.715 0.457 -0.104
H 0.065 0.223 0.290
H -0.212 -0.640 0.095
C 0.825 1.386 -3.304
H 0.183 -0.464 0.205
H -0.024 -0.495 0.518
H 1.228 0.563 4.041
H 0.570 -0.159 1.038
Cl -0.459 0.463 -0.491
C 0.911 -0.504 0.100
Cl -0.504 0.325 -0.459
C 1.589 -0.785 1.757
O -2.836 -0.170 -3.890
O 0.249 0.175 -1.908
H -0.473 0.206 -0.441